(1)
2 unconnected molecules or ions with the total composition C39H50BClO2S at a distorted geometry, computed with the ωB97M-V functional and the def2-TZVPD basis.

Element x y z (Å)
1 C -5.595873 2.325669 4.904009
2 C -4.741635 1.511834 3.981243
3 C -3.935578 0.496205 4.488956
4 C -3.229215 -0.381380 3.668364
5 C -2.553347 -1.495653 4.421878
6 C -3.271049 -0.205225 2.266849
7 C -2.685342 -1.231604 1.283468
8 C -3.435231 -2.573918 1.433591
9 C -1.163150 -1.443188 1.356712
10 C -0.248972 -0.371576 0.906207
11 C 0.827375 0.017550 1.728317
12 C 1.047002 1.412131 1.994795
13 C 0.087547 2.436418 1.479216
14 C 2.178440 1.817301 2.690582
15 C 3.073538 0.894497 3.243331
16 C 4.308361 1.346575 3.950866
17 C 2.791759 -0.471919 3.097834
18 C 1.689398 -0.935549 2.404946
19 C 1.479866 -2.418440 2.367707
20 C -4.004783 0.882738 1.753484
21 C -4.090058 1.132941 0.268600
22 C -4.738368 1.708928 2.600789
23 H -6.084629 3.141123 4.365342
24 H -6.379877 1.708523 5.363032
25 H -5.006021 2.753979 5.722853
26 H -3.891432 0.331749 5.567695
27 H -1.955320 -2.197412 3.837493
28 H -1.898140 -1.062103 5.196352
29 H -3.309942 -2.085061 4.965996
30 H -2.909328 -0.886708 0.269048
31 H -4.503183 -2.414029 1.229437
32 H -3.067764 -3.329298 0.723885
33 H -3.344265 -2.973252 2.452152
34 H -0.913474 -1.639380 2.407478
35 H -0.910345 -2.365943 0.810713
36 H -0.509854 0.216276 0.036624
37 H 0.214571 3.389590 2.007430
38 H 0.245709 2.647707 0.413403
39 H -0.954308 2.099274 1.593205
40 H 2.384140 2.887073 2.798757
41 H 4.844032 0.487114 4.369008
42 H 4.975838 1.893704 3.269875
43 H 4.064147 2.020787 4.779204
44 H 3.483039 -1.193840 3.536596
45 H 2.392148 -2.926168 2.710199
46 H 0.674119 -2.745015 3.045872
47 H 1.260445 -2.800604 1.364072
48 H -4.640654 2.064632 0.097370
49 H -3.102194 1.241390 -0.203539
50 H -4.638380 0.331941 -0.248515
51 H -5.349549 2.497268 2.158607
52 C 1.237273 2.941004 -6.666652
53 C 0.947419 2.375090 -5.340895
54 C -0.146577 2.552168 -4.522023
55 C -0.108855 1.746639 -3.320575
56 C 1.073768 1.044208 -3.242921
57 B 1.662832 -0.229936 -2.345869
58 C 2.748700 0.578077 -1.399902
59 C 4.019028 0.045606 -1.227667
60 C 5.029154 0.805554 -0.609263
61 C 4.723729 2.065839 -0.077571
62 Cl 5.894617 2.954458 0.813499
63 C 3.446025 2.608862 -0.269946
64 C 2.475195 1.852930 -0.941368
65 O 0.479729 -0.821186 -1.830274
66 C 0.326873 -2.070323 -2.487043
67 C 0.792057 -3.128120 -1.494824
68 C -1.142354 -2.232836 -2.832457
69 C 1.325947 -1.990220 -3.747747
70 C 2.005001 -3.306846 -4.097708
71 C 0.629667 -1.442705 -4.981211
72 O 2.326974 -1.099304 -3.293049
73 S 2.119915 1.364509 -4.585107
74 H 0.462239 3.667013 -6.898259
75 H 2.216980 3.424156 -6.659122
76 H 1.250272 2.162246 -7.436409
77 H -0.959428 3.228266 -4.768117
78 H -0.891100 1.757404 -2.574046
79 H 4.259507 -0.948102 -1.608734
80 H 6.042872 0.433650 -0.527416
81 H 3.225115 3.600640 0.114126
82 H 1.499293 2.309455 -1.136373
83 H 0.631403 -4.135942 -1.892185
84 H 1.856129 -2.969345 -1.273592
85 H 0.229805 -3.035795 -0.561481
86 H -1.326335 -3.222895 -3.266898
87 H -1.742311 -2.128556 -1.921363
88 H -1.465697 -1.463294 -3.539646
89 H 1.242398 -4.023247 -4.428931
90 H 2.735447 -3.162701 -4.902154
91 H 2.540267 -3.732749 -3.243247
92 H -0.057276 -2.194433 -5.399406
93 H 0.059095 -0.538082 -4.755683
94 H 1.364961 -1.188803 -5.751910

Atoms 1-6, force components in eV/Å:
-0.17 0.23 0.17
0.34 -0.24 -0.14
-0.19 0.13 -0.16
-0.24 0.24 -0.37
0.32 -0.34 0.50
0.16 -0.08 0.24

Total charge = 0
HOMO-LUMO gap = 4.160 eV
HOMO energy = -0.24750 Eh
E = -69383.378 eV


(2)
2 unconnected molecules or ions with the total composition C28H29NO5S at a distorted geometry, computed with the ωB97M-V functional and the def2-TZVPD basis.

Element x y z (Å)
1 C -2.387022 -4.132323 -0.793370
2 C -2.038579 -2.807475 -0.149575
3 O -0.838207 -2.320023 -0.820105
4 C -0.851371 -1.066542 -1.317651
5 C 0.502772 -0.796595 -1.917367
6 O 1.100443 0.361760 -1.870334
7 C 0.460162 1.571692 -2.425771
8 S 0.356482 -1.692496 -3.617137
9 C 1.174016 -1.056674 -5.123474
10 C 0.335104 -0.869762 -6.222987
11 C 0.892843 -0.561428 -7.461967
12 C 2.276633 -0.386522 -7.579101
13 C 3.105756 -0.532411 -6.454169
14 C 2.559298 -0.881086 -5.211867
15 O 0.721023 -3.079872 -3.431301
16 O -1.022473 -1.337129 -3.943936
17 O -1.782620 -0.253615 -1.381341
18 H -3.084516 -4.648544 -0.118230
19 H -2.905007 -3.940127 -1.750066
20 H -1.495973 -4.758363 -0.989429
21 H -2.863452 -2.086426 -0.250913
22 H -1.784651 -2.937133 0.911503
23 H 1.283663 2.215000 -2.726909
24 H -0.172267 1.296981 -3.264398
25 H -0.111317 2.006665 -1.611337
26 H -0.743806 -0.964666 -6.117207
27 H 0.225050 -0.482885 -8.320914
28 H 2.704168 -0.169820 -8.565365
29 H 4.184668 -0.411512 -6.565677
30 H 3.183657 -1.021530 -4.327404
31 C 3.314187 -0.846900 1.742469
32 C 2.626347 0.383351 2.179797
33 N 3.239994 1.271779 2.998850
34 C 2.403546 2.349685 3.294430
35 C 1.202450 2.158084 2.580386
36 C 0.113673 2.989560 2.849513
37 C 0.247257 3.987483 3.825273
38 C 1.480044 4.206523 4.478903
39 C 2.567194 3.349271 4.250188
40 C 1.346528 0.909779 1.820709
41 C 0.257178 0.249626 1.214574
42 C -0.951713 0.104934 1.991836
43 C -0.904750 0.185751 3.411332
44 C -2.040750 0.334652 4.186144
45 C -3.316653 0.091753 3.660230
46 C -4.501463 0.029949 4.578070
47 C -3.402360 -0.084733 2.276123
48 C -2.269776 -0.034371 1.485234
49 H 2.592355 -1.625101 1.477344
50 H 3.911770 -0.598096 0.855557
51 H 3.978465 -1.245747 2.523831
52 H 4.183362 1.194573 3.367261
53 H -0.840909 2.788505 2.359649
54 H -0.624066 4.585168 4.110003
55 H 1.595521 5.083148 5.123617
56 H 3.528810 3.458550 4.755386
57 H 0.362859 -0.094449 0.203855
58 H 0.075201 0.197576 3.883892
59 H -1.931451 0.622832 5.233303
60 H -5.355712 -0.492947 4.128188
61 H -4.221634 -0.485464 5.510077
62 H -4.829697 1.041621 4.858774
63 H -4.359356 -0.247774 1.778073
64 H -2.460924 -0.075705 0.424931

Atoms 1-6, force components in eV/Å:
-0.45 -0.08 -0.22
0.36 -0.21 -0.49
-1.32 0.84 0.56
0.17 1.03 -1.74
-0.11 -2.72 -0.77
0.39 2.47 -0.35

Total charge = 0
HOMO-LUMO gap = 3.645 eV
HOMO energy = -0.21159 Eh
E = -52063.020 eV


(3)
A molecular structure, C72H72N6PRbTe at a distorted geometry, computed with the ωB97M-V functional and the def2-TZVPD basis.

Element x y z (Å)
1 Rb -0.028217 -0.331281 0.546190
2 C 1.978470 5.443133 3.827399
3 C 2.465492 4.928612 2.466426
4 C 2.312837 3.444106 2.336162
5 C 3.273564 2.493347 2.475424
6 C 4.728609 2.724771 2.753139
7 C 5.539442 2.956142 1.474221
8 C 2.592034 1.200667 2.321120
9 C 3.194617 -0.061789 2.424527
10 C 2.566934 -1.317955 2.432871
11 C 3.261110 -2.612051 2.480162
12 C 4.742067 -2.830793 2.454590
13 C 5.276123 -2.934912 1.021208
14 C 2.288261 -3.561373 2.476451
15 C 1.011836 -2.840889 2.426385
16 C -0.249274 -3.447798 2.334699
17 C -1.503219 -2.832863 2.199393
18 N -1.706423 -1.505228 2.135641
19 C -3.021682 -1.291053 1.962083
20 C -3.626647 -0.030523 1.845039
21 C -3.006315 1.226857 1.849091
22 N -1.675413 1.420701 1.857209
23 C -1.455624 2.747032 1.868513
24 C -0.191435 3.347223 1.943787
25 C 1.055822 2.727346 2.099264
26 N 1.280522 1.401945 2.092460
27 C -2.733675 3.476308 1.859826
28 C -3.707575 2.519896 1.844508
29 C -5.203350 2.640737 1.917163
30 C -5.699884 2.553740 3.365717
31 C -2.765675 4.979003 1.834633
32 C -4.127557 5.665109 1.755573
33 C -3.732790 -2.573659 1.927089
34 C -2.783726 -3.538273 2.077260
35 C -2.978234 -5.021469 2.132775
36 C -2.957532 -5.563852 3.567308
37 C -5.212265 -2.745679 1.774832
38 C -5.951009 -2.587668 3.110615
39 N 1.236460 -1.513942 2.425450
40 C 2.454134 -5.047521 2.559917
41 C 2.167226 -5.574010 3.972443
42 H 2.094991 6.527968 3.904857
43 H 2.545848 4.973726 4.633481
44 H 0.928059 5.191243 3.976069
45 H 3.515168 5.204486 2.334244
46 H 1.905919 5.428824 1.670485
47 H 5.140362 1.868826 3.294172
48 H 4.838404 3.593548 3.409965
49 H 5.493612 2.079619 0.830040
50 H 6.589030 3.167148 1.699044
51 H 5.132721 3.793746 0.904520
52 H 4.277095 -0.069795 2.518741
53 H 4.991371 -3.747958 2.997582
54 H 5.248418 -2.011527 2.972489
55 H 4.803720 -3.771620 0.502773
56 H 6.359921 -3.085286 1.009853
57 H 5.047707 -2.029835 0.459702
58 H -0.255736 -4.534507 2.341452
59 H -4.710004 -0.034041 1.767410
60 H -0.176451 4.432535 1.938528
61 H -5.655496 1.830222 1.339018
62 H -5.547379 3.571458 1.468274
63 H -5.346008 1.628371 3.822096
64 H -6.792061 2.577731 3.422118
65 H -5.303278 3.385667 3.951073
66 H -2.169537 5.311498 0.977091
67 H -2.243349 5.346252 2.724259
68 H -4.637191 5.425747 0.820250
69 H -3.996050 6.748707 1.791936
70 H -4.773002 5.374741 2.585711
71 H -2.189239 -5.519621 1.560058
72 H -3.929752 -5.285475 1.662049
73 H -2.024296 -5.287796 4.060395
74 H -3.047537 -6.654008 3.579980
75 H -3.780010 -5.144141 4.149248
76 H -5.433676 -3.730877 1.354682
77 H -5.595553 -2.008098 1.064470
78 H -5.612465 -3.345740 3.819342
79 H -7.032773 -2.691229 2.985120
80 H -5.740214 -1.609143 3.544406
81 H 3.471980 -5.322353 2.271067
82 H 1.780722 -5.537454 1.850778
83 H 2.858871 -5.127511 4.689424
84 H 2.269778 -6.661977 4.021297
85 H 1.155538 -5.302364 4.276523
86 C -4.062723 -5.524595 -2.868957
87 C -3.340197 -5.450939 -1.684629
88 C -2.543733 -4.347106 -1.428882
89 C -2.435844 -3.307819 -2.357175
90 C -3.188896 -3.376069 -3.525742
91 C -3.995901 -4.479197 -3.778191
92 P -1.249780 -1.963604 -1.918235
93 C -1.860812 -0.686268 -3.082693
94 C -3.002639 -0.000683 -2.663629
95 C -3.583242 0.963579 -3.472238
96 C -3.014147 1.263050 -4.704389
97 C -1.872280 0.593185 -5.120698
98 C -1.293628 -0.377234 -4.313844
99 C 0.329366 -2.647875 -2.582993
100 C 0.359710 -3.947723 -3.101810
101 C 1.550932 -4.643426 -3.229390
102 C 2.724120 -4.049966 -2.787812
103 C 2.701505 -2.737265 -2.342504
104 C 1.532338 -1.965569 -2.258800
105 H -4.677542 -6.391546 -3.080512
106 H -3.404041 -6.253343 -0.958928
107 H -1.984136 -4.274630 -0.501582
108 H -3.138673 -2.573786 -4.250499
109 H -4.576019 -4.522456 -4.692934
110 H -3.426810 -0.233473 -1.690434
111 H -4.466334 1.493797 -3.135623
112 H -3.456445 2.028215 -5.331949
113 H -1.430840 0.842057 -6.078842
114 H -0.397471 -0.896307 -4.630351
115 H -0.554870 -4.442058 -3.402842
116 H 1.548706 -5.647854 -3.638023
117 H 3.654025 -4.610148 -2.799457
118 H 3.638261 -2.295879 -2.025510
119 N -2.156337 5.921552 -5.547631
120 C -1.942254 5.200505 -4.676277
121 C -1.728306 4.295080 -3.592881
122 C -2.660491 4.207930 -2.553127
123 C -2.436663 3.298188 -1.543829
124 C -1.292043 2.507590 -1.593627
125 N -0.415695 2.571393 -2.588802
126 C -0.623919 3.445508 -3.559394
127 H -3.536481 4.844598 -2.558174
128 H -3.124990 3.181659 -0.720791
129 H -1.071969 1.794808 -0.797603
130 H 0.122753 3.482313 -4.347464
131 Te 1.668702 0.400467 -2.377207
132 C 2.479355 2.487335 -3.005259
133 C 2.612089 2.830234 -4.349288
134 C 3.210186 4.021863 -4.749675
135 C 3.695753 4.905071 -3.794164
136 C 3.564686 4.593351 -2.445600
137 C 2.960746 3.401202 -2.063516
138 C 3.787196 0.097939 -2.302186
139 C 4.499878 0.201458 -1.113867
140 C 5.883417 0.059668 -1.099512
141 C 6.575801 -0.184584 -2.275830
142 C 5.874629 -0.274758 -3.472592
143 C 4.495914 -0.132405 -3.480661
144 H 2.240391 2.141347 -5.107340
145 H 3.298086 4.269707 -5.803461
146 H 4.178610 5.827762 -4.097955
147 H 3.933231 5.287492 -1.695985
148 H 2.858220 3.171163 -1.004374
149 H 3.964758 0.378327 -0.186089
150 H 6.427314 0.130244 -0.164004
151 H 7.651905 -0.314278 -2.260026
152 H 6.404075 -0.462406 -4.400149
153 H 3.953338 -0.206125 -4.416163

Atoms 1-6, force components in eV/Å:
0.13 0.38 -0.90
0.06 0.02 -0.08
-0.05 -0.06 0.11
0.00 0.00 -0.08
0.02 0.02 0.07
-0.04 0.00 -0.12

Total charge = -2
HOMO-LUMO gap = 5.082 eV
HOMO energy = -0.05535 Eh
E = -102010.990 eV